(1)
# C7H10

An isolated molecule of C7H10 in a non-equilibrium geometry (ωB97M-V/def2-TZVPD, the Open Molecules 2025 dataset).

Values from the calculation:
* HOMO energy: -0.316 Eh
* relative energy (zero: lowest compared OMol25 entry of this formula, charge and spin): 143.90 kcal per mole
* HOMO-LUMO gap: 9.8 eV
* M: 94.16 g/mol
* charge: 0
* structure (SMILES): C1C[C@H]2[C@@H]1[C@H]1C[C@@H]21

Geometry as XYZ:
```
17
Properties=species:S:1:pos:R:3:forces:R:3
C 0.969102 -0.722332 -1.053828 0.96 -1.59 0.98
C 0.634805 0.868180 -1.234834 0.34 -0.35 0.55
C -0.808644 0.563214 -0.685066 -0.09 -0.39 -0.31
C -0.337701 -0.941734 -0.427742 -0.30 -1.23 0.04
C -0.552286 -0.679252 1.083584 0.14 -0.27 0.17
C 0.226066 0.458778 1.650369 0.22 0.08 0.03
C -1.010536 0.742651 0.842877 -0.12 0.00 -0.11
H 1.192805 -1.183416 -2.009876 -0.85 0.15 -0.38
H 1.316978 -1.817397 -0.403270 2.02 3.40 -0.61
H 1.196597 1.594323 -0.646261 -0.10 -0.03 0.05
H 0.638857 1.235610 -2.282762 0.19 -0.72 0.52
H -1.658767 0.865160 -1.300705 0.19 -0.01 0.03
H -0.270087 -2.091032 -0.542340 -2.79 0.90 -0.54
H -1.018699 -1.436726 1.709190 0.10 0.21 -0.04
H 0.110375 0.598282 2.723191 0.00 0.03 -0.20
H 1.223296 0.679274 1.282120 -0.13 0.01 0.02
H -1.852162 1.266417 1.295351 0.20 -0.18 -0.20
```
Forces are in eV/Å.

(2)
# C17H15F3NO5S2

A cluster of 2 separate species, C17H15F3NO5S2 in total in a non-equilibrium geometry (ωB97M-V/def2-TZVPD, the Open Molecules 2025 dataset).

Values from the calculation:
* HOMO energy: -0.100 Eh
* relative energy (zero: lowest compared OMol25 entry of this formula, charge and spin): 0.00 kcal per mole
* HOMO-LUMO gap: 4.2 eV
* M: 434.44 g/mol
* charge: -1

Geometry as XYZ:
```
43
Properties=species:S:1:pos:R:3:forces:R:3
C 0.783452 -2.287645 -2.414072 1.15 0.82 -0.12
N -0.322888 -2.746570 -3.078820 -4.67 -1.85 -2.06
C -0.471010 -2.476947 -4.375068 1.20 -0.51 4.22
C -1.783811 -2.851225 -5.044686 1.83 0.73 1.51
F -1.720226 -4.127783 -5.450126 -0.89 -0.38 -0.54
F -2.783414 -2.690503 -4.164694 -0.93 -0.38 -0.69
F -1.979457 -2.048575 -6.101007 -0.80 -0.40 -0.28
O 0.405911 -1.945933 -5.024636 1.59 1.50 -3.18
H 1.089814 -3.007806 -1.652736 0.20 0.05 0.34
H 1.600259 -2.103793 -3.117107 0.60 0.11 0.13
H 0.514781 -1.339182 -1.945267 0.45 -0.84 -0.36
C 1.534818 -1.475780 3.594807 -0.06 -0.16 0.03
C 2.364692 -1.633967 2.501644 0.08 -0.10 0.06
C 2.701411 -0.537815 1.735445 0.54 -0.25 -0.70
C 2.208075 0.702340 2.058980 0.30 0.45 -0.32
S 2.627856 2.126366 1.050603 2.00 0.34 0.72
C 1.127216 2.377759 0.107015 0.92 -0.42 -0.35
C 0.594435 3.571413 0.114868 -0.22 0.79 -0.06
S 0.335882 1.085461 -0.836241 -0.75 -2.61 -2.25
C -1.203145 0.985348 0.083503 0.44 -0.06 -0.30
C -1.299080 0.149259 1.170934 0.43 -0.35 0.19
C -2.476154 0.094080 1.889396 0.02 -0.14 0.11
C -3.545490 0.880012 1.515508 -0.26 0.13 0.11
C -3.450036 1.707366 0.412101 -0.07 0.03 0.00
C -2.274887 1.747626 -0.310008 -0.22 0.49 -0.56
O -0.031512 1.613730 -2.199761 1.42 -1.14 3.61
O 1.022248 -0.235997 -0.612518 -1.02 4.71 0.19
O 2.649676 3.301944 2.001923 0.47 -2.51 -2.49
O 3.768669 1.725034 0.149191 -2.98 1.48 2.33
C 1.389660 0.866897 3.150779 -0.29 0.57 0.29
C 1.047281 -0.226356 3.920890 -0.07 0.11 0.14
H 1.260609 -2.331080 4.188716 -0.04 -0.17 0.13
H 2.753195 -2.607600 2.253132 0.03 -0.11 -0.11
H 3.335694 -0.636920 0.866675 0.01 -0.05 -0.05
H -0.300748 3.785857 -0.442656 -0.16 0.01 -0.18
H 1.054885 4.369188 0.672943 0.05 0.09 0.20
H -0.456544 -0.464103 1.438215 0.15 -0.19 0.04
H -2.565103 -0.577155 2.728608 0.04 -0.07 0.12
H -4.460525 0.851052 2.085484 -0.15 -0.05 0.06
H -4.291499 2.308384 0.107807 -0.11 0.07 -0.07
H -2.192614 2.350611 -1.202402 -0.01 0.06 -0.08
H 1.031112 1.853383 3.394933 -0.10 0.15 0.08
H 0.406514 -0.100371 4.777705 -0.12 0.05 0.13
```
Forces are in eV/Å.

(3)
# C2H2NO3

A cluster of 2 separate species, C2H2NO3 in total in a non-equilibrium geometry (ωB97M-V/def2-TZVPD, the Open Molecules 2025 dataset).

Values from the calculation:
* HOMO energy: -0.214 Eh
* relative energy (zero: lowest compared OMol25 entry of this formula, charge and spin): 26.07 kcal per mole
* HOMO-LUMO gap: 10.2 eV
* M: 88.04 g/mol
* charge: -1

Geometry as XYZ:
```
8
Properties=species:S:1:pos:R:3:forces:R:3
C 1.734264 -0.348414 0.126210 0.79 -1.82 -0.16
C 0.494858 0.506019 0.001663 0.23 1.68 0.22
N 2.553073 -1.162975 0.272019 -0.91 1.36 -0.21
O 0.211424 1.089887 1.047879 0.08 -0.17 0.54
O -0.088677 0.606318 -1.093867 1.45 -0.27 -0.90
O -1.931142 -0.575461 -0.041716 0.15 -0.55 -1.85
H -1.289647 -0.283019 -0.798652 -1.59 -0.98 1.08
H -1.684156 0.167644 0.486466 -0.20 0.75 1.28
```
Forces are in eV/Å.

(4)
# C16H43IrN2O6PS2SbSe4Si2Te2

A structure of composition C16H43IrN2O6PS2SbSe4Si2Te2 in a non-equilibrium geometry (ωB97M-V/def2-TZVPD, the Open Molecules 2025 dataset).

Values from the calculation:
* HOMO energy (alpha / beta): -0.061 / -0.069 Eh
* relative energy (zero: lowest compared OMol25 entry of this formula, charge and spin): 7.01 kcal per mole
* HOMO-LUMO gap (alpha / beta): 5.0 / 5.1 eV
* M: 1395.82 g/mol
* charge: -2
* multiplicity: 5

Geometry as XYZ:
```
80
Properties=species:S:1:pos:R:3:forces:R:3
Ir 0.604587 -0.246166 1.285757 -0.02 -0.50 0.63
Se -2.688397 -0.106702 4.040679 -0.07 -0.03 0.20
Sb 1.412995 -1.088419 4.279782 -0.66 -0.26 1.49
Se -0.565524 0.568764 3.484422 0.50 0.05 -0.59
Se -0.061600 -2.950831 5.166261 -0.05 -0.29 -0.11
Se 2.286129 -0.070685 6.282962 0.17 0.06 0.12
N -2.136443 -3.620896 2.885606 0.11 0.15 0.28
C -1.089453 -4.373928 2.152490 -0.01 -0.09 0.00
C -0.159139 -3.326720 1.580065 0.12 0.03 0.01
N -0.807658 -2.308357 0.753270 0.05 -0.02 -0.36
C -2.122158 -1.840227 1.203959 -0.05 0.00 0.03
C -2.980030 -2.870323 1.919352 -0.06 -0.02 -0.04
H -1.573778 -3.021414 3.647636 -0.11 -0.06 -0.19
H -2.692966 -4.230776 3.479897 -0.05 -0.02 -0.12
H -1.572095 -5.001604 1.396829 0.01 0.00 0.03
H -0.545976 -4.980737 2.876305 0.00 0.03 -0.01
H 0.649131 -3.783738 1.010077 -0.07 -0.01 0.00
H 0.299943 -2.849008 2.445344 0.01 -0.03 -0.06
H -0.856228 -2.631176 -0.206297 0.01 0.07 0.03
H -2.663065 -1.430898 0.349890 0.01 -0.02 0.00
H -1.986031 -1.020467 1.902024 -0.04 0.00 -0.01
H -3.426268 -3.607394 1.241830 0.02 0.01 0.03
H -3.754525 -2.341246 2.472575 0.03 0.00 0.02
O 3.611700 1.026379 0.841186 -0.08 -0.13 -0.16
S 3.480922 0.240429 2.065368 0.11 0.96 0.47
O 2.387198 0.805426 2.950995 0.76 -0.34 -1.17
O 4.716469 0.074696 2.789077 0.01 -0.32 -0.03
S 2.745396 -1.642048 1.500151 -0.41 0.68 -0.07
C 1.523552 4.170148 3.416340 0.00 0.05 0.04
C 1.679910 4.004629 1.921195 0.03 0.11 -0.04
O 0.783649 3.000347 1.453821 0.07 -0.06 -0.07
P -0.643872 3.174179 0.791556 0.09 0.23 0.11
O -1.099622 1.773703 0.525593 -0.23 -0.33 -0.69
Te -0.630094 4.742523 -1.005669 0.05 -0.05 0.06
O -1.487953 3.813629 2.001648 0.12 -0.03 0.14
C -2.907981 3.877705 1.895440 -0.06 0.03 0.00
C -3.478381 3.839922 3.294650 -0.03 -0.04 0.01
H 2.222564 4.929050 3.776363 0.01 0.01 0.03
H 1.737889 3.228889 3.920962 0.01 -0.04 0.00
H 0.506105 4.475459 3.665237 0.02 0.02 -0.02
H 2.674956 3.634896 1.669620 0.00 0.02 0.01
H 1.500022 4.935753 1.370793 -0.02 -0.05 0.05
H -3.266104 3.030026 1.305657 -0.03 -0.02 0.03
H -3.173345 4.800639 1.370554 0.01 0.00 -0.01
H -3.286157 2.872946 3.761603 0.01 0.01 -0.02
H -4.557589 4.004865 3.261204 -0.04 0.00 0.01
H -3.024781 4.619963 3.906793 0.00 0.05 0.01
C 1.506019 -2.119244 -4.333188 -0.04 0.02 -0.03
Si 2.514298 -2.071587 -2.742481 0.07 -0.03 -0.12
C 4.240198 -2.652112 -3.204916 0.06 0.00 0.06
C 1.776517 -3.319460 -1.566933 -0.07 0.04 0.15
C 2.721708 -0.327280 -2.124192 0.07 0.09 0.21
Te 1.282842 0.841548 -1.053675 -0.27 0.27 -0.14
C -0.399572 0.158478 -2.200308 -0.02 -0.22 0.06
Si -1.034084 1.189024 -3.627445 -0.13 0.07 -0.14
C -2.521316 2.192035 -3.096526 0.00 0.01 0.09
C 0.315660 2.214227 -4.424105 0.09 0.02 0.09
C -1.667209 0.013212 -4.964178 0.04 -0.05 -0.03
H 1.833509 -2.959948 -4.948939 0.01 -0.04 -0.03
H 1.632518 -1.206719 -4.919170 0.02 0.03 -0.03
H 0.438649 -2.243425 -4.148558 -0.03 0.01 0.01
H 4.227572 -3.680356 -3.571972 -0.01 -0.04 -0.03
H 4.905109 -2.609134 -2.340820 0.02 -0.01 0.04
H 4.668067 -2.018534 -3.984414 0.01 0.02 -0.03
H 2.042220 -4.329370 -1.887120 -0.04 -0.04 -0.03
H 0.687755 -3.241244 -1.544621 -0.04 -0.01 -0.03
H 2.144989 -3.164772 -0.552723 0.06 0.00 -0.04
H 2.986375 0.278853 -2.997253 0.02 0.04 0.03
H 3.572233 -0.284676 -1.437148 0.04 -0.05 0.00
H -1.193376 0.063734 -1.455513 0.01 0.05 0.02
H -0.132147 -0.847378 -2.529170 -0.05 -0.03 0.00
H -2.549044 2.297853 -2.011249 0.02 0.03 0.01
H -3.436416 1.694511 -3.426530 -0.07 -0.04 -0.01
H -2.504203 3.201735 -3.505854 0.00 0.02 -0.01
H 1.003029 2.607718 -3.673197 -0.01 0.06 0.02
H -0.108600 3.069621 -4.951504 -0.03 0.01 -0.05
H 0.883477 1.614949 -5.139945 0.05 -0.02 -0.02
H -2.471276 -0.620330 -4.583723 -0.04 -0.02 0.03
H -0.882801 -0.636849 -5.354804 0.04 -0.01 -0.02
H -2.068609 0.593694 -5.798677 -0.04 0.01 -0.04
```
Forces are in eV/Å.